# 1
Density functional theory data (the ωB97M-V functional and the def2-TZVPD basis) for C8H24F6N2NiO9P2SbSi as an isolated structure at a distorted geometry.

Each line ends with the Mulliken spin population.
Element x y z (Å)
Ni: -0.95 -0.17 1.80  1.769
C: 3.45 1.41 3.77  0.001
O: 2.76 1.29 2.54  0.001
C: 1.45 0.97 2.50  0.011
O: 0.99 0.40 1.55  0.037
N: 0.77 1.32 3.61  -0.003
N: -0.64 1.11 3.49  0.059
H: 4.47 1.37 3.43  0.000
H: 3.23 0.49 4.39  0.000
H: 3.17 2.31 4.40  0.000
H: 1.00 2.03 4.28  0.000
H: -1.05 2.01 3.22  -0.002
H: -0.98 0.65 4.30  -0.004
C: -4.08 -0.46 -0.24  -0.001
C: -2.99 -0.09 -1.15  0.004
O: -3.53 0.20 -2.43  0.000
P: -2.11 1.40 -0.51  0.001
O: -0.95 1.69 -1.55  0.005
O: -3.09 2.64 -0.57  0.001
O: -1.78 1.37 0.99  0.055
P: -1.70 -1.40 -1.06  -0.011
O: -2.49 -2.73 -1.42  0.003
O: -0.68 -1.11 -2.08  0.006
O: -1.27 -1.39 0.38  0.044
H: -4.89 0.36 -0.21  0.000
H: -3.78 -0.52 0.79  0.001
H: -4.57 -1.42 -0.53  0.000
H: -2.91 -0.01 -3.12  0.000
H: -0.48 0.83 -1.82  0.010
H: -3.72 2.72 -1.37  0.001
H: -2.67 -3.30 -0.63  0.000
F: -0.21 -1.69 3.05  0.019
Sb: -1.63 -2.21 4.32  0.001
F: -2.59 -0.87 3.27  0.010
F: -2.21 -3.52 3.10  0.000
F: -2.99 -2.47 5.49  0.000
F: -0.56 -3.39 5.22  0.000
F: -0.91 -0.76 5.41  0.000
C: 1.10 0.75 -4.42  0.037
Si: 2.53 0.01 -3.56  -0.028
C: 4.32 0.55 -4.00  0.029
C: 2.60 -1.81 -3.44  0.042
C: 2.28 0.82 -1.92  0.778
H: 0.20 0.22 -4.06  -0.011
H: 0.92 0.71 -5.47  0.002
H: 0.90 1.80 -4.10  -0.006
H: 4.43 0.19 -5.09  0.003
H: 5.03 0.09 -3.35  -0.005
H: 4.42 1.58 -4.01  -0.002
H: 3.04 -2.22 -4.36  0.001
H: 1.52 -2.07 -3.36  -0.004
H: 3.20 -2.08 -2.55  0.002
H: 3.19 1.12 -1.42  0.007
H: 1.43 1.25 -1.49  0.138

Output
* LUMO (alpha / beta): -0.17 / -0.19 eV
* multiplicity: 4
* energy: -120443.0923 eV


# 2
Density functional theory data (the ωB97M-V functional and the def2-TZVPD basis) for C8H24FO8Y as an isolated structure at a distorted geometry.

Each line ends with the Mulliken spin population.
Element x y z (Å)
Y: 0.56 -1.92 1.37  0.000
F: 0.03 -0.04 0.18  0.003
C: 1.82 -3.18 -1.55  0.000
C: 0.41 -2.61 -2.10  0.001
O: -0.39 -2.69 -0.95  0.000
O: 2.28 -2.33 -0.52  0.000
H: 2.41 -3.20 -2.46  0.000
H: 1.66 -4.20 -1.21  0.000
H: -0.08 -3.26 -2.83  0.000
H: 0.37 -1.61 -2.53  -0.002
H: -1.34 -2.66 -1.10  0.000
H: 3.23 -2.20 -0.64  0.000
C: -2.41 0.87 -2.64  0.143
C: -2.76 2.35 -2.36  0.094
O: -2.53 2.74 -1.00  0.575
O: -1.02 0.68 -2.42  0.133
H: -2.52 0.58 -3.69  0.010
H: -3.00 0.25 -1.98  -0.004
H: -3.81 2.42 -2.65  0.020
H: -2.13 3.01 -2.96  0.016
H: -1.60 2.93 -0.81  -0.019
H: -0.83 0.22 -1.60  -0.005
C: 0.62 -2.19 4.66  0.000
C: -0.34 -0.98 4.44  0.000
O: 0.07 -0.45 3.20  0.000
O: 0.68 -2.98 3.54  0.000
H: 0.41 -2.73 5.58  0.000
H: 1.62 -1.77 4.83  0.000
H: -0.29 -0.32 5.31  0.000
H: -1.38 -1.29 4.36  0.000
H: -0.35 0.40 3.02  0.000
H: 0.89 -3.81 3.98  0.000
C: 1.34 2.96 -1.29  0.004
C: 1.12 3.29 0.19  0.000
O: 0.10 2.61 0.76  0.011
O: 0.30 3.60 -2.01  0.020
H: 1.12 1.89 -1.39  -0.001
H: 2.28 3.32 -1.71  0.002
H: 0.88 4.34 0.36  0.000
H: 2.09 3.17 0.68  0.001
H: 0.22 1.66 0.77  0.000
H: 0.28 3.13 -2.85  -0.001

Output
* LUMO (alpha / beta): -11.58 / -13.40 eV
* multiplicity: 2
* total charge: +3
* energy: -28796.3372 eV


no.,molecular weight (g/mol)
1,676.76
2,356.18